No. 1
The following is a quantum chemistry calculation of a structure of composition C29H58BBrCl2F4I2LiN9O7PV2, from OMol25.

The geometry in XYZ format:
```
117
Properties=species:S:1:pos:R:3:lowdin_charge:R:1
F 9.165 0.570 0.239 0.04
H 0.906 -0.139 -2.864 0.04
H 5.632 -4.678 3.954 0.08
C 5.691 2.645 -1.524 -0.62
H -6.349 -0.174 3.287 0.09
H 3.866 -0.973 1.042 0.02
H 4.989 -1.711 2.141 0.07
C 5.715 -3.597 4.086 -0.15
H -0.269 -4.052 4.841 0.08
C 4.598 -1.680 4.990 -0.11
B 10.265 1.327 -0.277 -1.23
H 6.141 -3.184 3.164 0.06
C -4.317 -1.779 -1.469 -0.10
H -5.484 -0.738 1.860 0.06
H 1.343 0.845 -0.627 0.08
H 7.226 2.769 -0.051 0.11
N 2.651 4.893 -2.477 0.15
H -9.235 -2.441 -1.355 0.14
O -0.071 0.863 1.315 0.11
H -6.792 -2.302 0.166 0.13
C 1.935 2.969 -3.764 -0.01
H -6.140 -2.477 -2.353 0.11
C -5.470 -1.622 -2.460 -0.24
O 8.759 -2.589 4.080 -0.54
C 1.521 1.459 -1.514 -0.12
C 0.764 -4.373 4.674 -0.14
H -5.515 0.506 -2.547 0.13
H 7.627 3.741 -1.450 0.06
H -8.858 0.877 0.487 0.14
N -0.972 0.393 0.674 -0.43
C -6.431 -0.319 2.210 -0.10
N 5.047 4.626 -2.772 -0.04
C 4.035 -1.872 1.640 -0.15
C -9.240 0.078 -0.145 -0.09
H 1.871 -2.383 6.207 0.09
H 6.101 7.674 -2.545 0.02
H -8.006 -1.910 -2.485 0.09
H 7.025 5.445 -2.818 0.10
C 5.495 6.789 -2.566 -0.44
N -8.085 -0.819 -0.606 -0.18
O 3.176 -5.019 3.965 -0.28
H 6.437 -3.442 4.889 0.05
C 2.212 3.549 -2.507 -0.24
H 0.341 -1.986 5.415 0.08
C 1.462 1.681 -3.899 -0.07
V -9.792 -2.184 -6.125 0.84
H -9.932 -0.552 0.414 0.15
H 4.767 -0.888 4.248 0.08
C 7.177 2.785 -1.155 -0.24
Br 5.255 -0.192 -3.652 0.13
H 0.795 -2.012 2.389 0.07
C 3.920 5.373 -2.576 -0.33
H 1.934 5.599 -2.366 0.17
H 1.786 -1.210 4.859 0.07
P 3.086 -3.589 3.493 0.71
H -6.157 -0.009 -0.224 0.09
O -0.865 -0.553 -0.101 0.00
C 1.693 -2.003 1.778 -0.14
C -7.601 -1.252 1.901 -0.21
F 11.459 0.865 0.276 0.11
H 5.461 -1.676 5.657 0.09
Li -0.443 -1.519 -2.900 0.87
H 1.630 -2.834 1.065 0.08
N 4.127 6.660 -2.488 0.10
H 1.126 -4.853 5.589 0.09
H -8.501 -2.556 0.499 0.13
I 5.225 0.523 -1.281 1.22
H 7.767 1.913 -1.471 0.04
H 1.240 1.248 -4.877 0.12
H -10.893 0.909 -1.295 0.13
C 5.300 3.237 -2.963 -0.67
Cl 6.897 6.688 -0.621 -0.01
N 1.595 -3.237 4.287 -0.34
H -5.060 -1.684 -3.469 0.12
H 2.096 3.573 -4.660 0.14
F 10.067 2.688 0.045 0.08
H -8.532 -0.770 2.203 0.11
H -9.306 1.408 -1.845 0.12
H -2.632 1.358 -0.151 0.10
H -2.990 0.218 1.188 0.10
H -3.783 -2.710 -1.670 0.08
H 5.130 3.218 -0.764 0.10
H -4.662 -1.820 -0.434 0.05
C -6.232 -0.299 -2.351 -0.17
C 1.255 0.895 -2.751 -0.12
H 4.147 -2.725 0.962 0.09
H -6.572 0.671 1.771 0.07
H -2.258 1.813 1.538 0.11
C -9.774 -0.632 -2.370 -0.13
H -10.730 -1.147 -2.447 0.13
I 7.004 2.878 -4.291 1.02
H 3.767 -1.383 5.621 0.05
H -7.239 1.071 -1.053 0.13
C 1.994 2.761 -1.380 -0.01
V 9.413 -4.054 4.560 1.18
O -8.349 -2.767 -5.377 -0.76
H -9.491 -0.331 -3.375 0.11
N 4.421 -3.000 4.412 -0.30
H 1.669 -1.062 1.223 0.05
N 2.926 -2.078 2.599 -0.26
C -2.323 0.997 0.827 0.07
F 10.290 1.185 -1.690 0.06
H 4.477 2.680 -3.415 0.03
C -6.896 0.038 -1.018 -0.09
H 2.194 3.211 -0.404 0.14
H -7.501 -2.120 2.557 0.13
C 1.407 -2.159 5.240 -0.14
Cl 4.583 8.572 -4.409 -0.19
H 0.727 -5.119 3.883 0.07
N 6.024 5.560 -2.746 -0.04
C -7.710 -1.807 0.483 -0.11
H -3.606 -0.949 -1.561 0.05
O 10.030 -5.529 5.040 -0.54
H -6.962 -0.224 -3.161 0.12
O -11.224 -1.555 -6.764 -0.66
C -9.870 0.568 -1.436 -0.13
C -8.740 -1.564 -1.767 -0.09
```

The value obtained for the energy above the lowest of the compared OMol25 structures with the same formula, charge and spin is 0.000 eV. The gap between HOMO and LUMO is 0.026 Ha. As for the total charge: +1. The total energy comes out at -242436.9482 eV.


No. 2
The following is a quantum chemistry calculation of a cluster of 8 separate species, C29H58Br2O13 in total, from OMol25.

The geometry in XYZ format:
```
102
Properties=species:S:1:pos:R:3:mulliken_spin:R:1
H 0.232 -2.125 -0.241 0.07
H -4.907 -0.882 -6.880 0.00
O 5.294 -3.740 -0.335 -0.01
H 7.061 -1.247 3.929 0.00
H -5.014 4.668 -0.118 0.00
H -0.520 0.775 -1.222 0.07
H -6.493 5.464 0.179 0.00
H -1.260 -3.001 5.813 -0.02
H 3.911 -2.600 -2.822 0.00
H 1.088 -0.679 0.235 -0.01
H -2.713 3.414 -1.857 0.00
Br -1.176 -0.704 1.224 0.73
C 3.972 0.923 -4.940 0.02
C -6.344 3.540 1.278 0.00
H -1.050 -0.647 -2.109 0.02
H -2.651 -1.784 -1.958 0.01
O -2.877 5.822 -0.821 0.00
H 1.772 -2.591 2.253 0.01
H -4.165 -2.596 -2.173 0.00
H -3.141 6.660 1.696 0.00
H 1.461 -2.876 3.944 0.00
H -2.391 4.756 3.903 0.00
H 8.470 -2.007 1.514 0.00
H 8.998 -3.552 0.664 0.00
O -7.504 3.521 1.784 0.00
H 4.021 -0.995 0.714 -0.01
H -3.006 2.748 -0.358 0.00
C -3.729 -1.638 -1.889 -0.03
C 8.204 -2.829 0.849 0.00
H 5.396 0.824 -6.602 0.00
H -6.154 0.489 -4.414 0.00
O 2.956 -0.134 3.006 0.00
H 4.577 1.601 -4.336 -0.02
O 3.732 -1.840 4.337 0.00
O -5.305 2.766 1.566 -0.03
H 3.172 -2.313 -0.219 0.05
H 7.380 -3.348 1.338 0.00
H -3.893 -1.253 -0.883 0.02
C -5.663 -0.382 -6.273 0.00
C 6.093 -1.637 3.614 0.00
C 5.023 -1.331 4.663 0.00
H 4.854 -0.275 4.874 0.00
H 5.563 -2.482 -3.596 0.01
H -6.155 1.275 2.610 0.01
H -3.110 1.886 2.946 0.03
C -3.905 1.176 2.717 -0.12
C 5.297 -2.473 -0.277 0.00
H 8.244 -1.447 -0.857 0.00
C -2.984 5.475 3.339 0.00
H -5.435 2.398 3.657 0.00
H 3.955 -1.034 -1.066 -0.02
H -2.917 -2.805 2.380 -0.04
O -4.121 0.603 -2.313 0.00
C 4.029 -1.642 -0.163 0.02
C -6.068 4.466 0.072 0.00
C 4.347 1.066 -6.425 0.01
H -0.790 -2.920 4.148 -0.03
C -2.476 5.846 1.985 0.00
H 5.928 -1.249 2.608 0.00
H 0.782 -1.393 3.102 0.01
C -2.517 4.839 -0.166 0.00
C -5.269 0.045 -4.871 0.00
H -3.681 0.738 1.744 -0.05
O -2.986 -4.584 5.042 -0.01
H -3.147 6.342 3.979 0.00
H 7.741 -3.013 -1.271 0.00
C 3.983 -1.586 -4.665 0.00
C -4.128 -0.524 -2.785 0.00
C 0.144 -1.041 -0.173 0.01
H -4.607 0.901 -5.000 0.00
C 7.626 -2.265 -0.487 0.01
C -3.547 -3.304 3.117 0.03
H -1.463 6.248 2.001 0.00
C 2.846 -1.251 3.522 0.01
O 6.387 -1.696 -0.301 -0.01
H 4.364 -3.539 -4.333 0.00
H 2.939 1.186 -4.712 0.03
O -4.688 -0.932 -3.993 0.00
H -4.050 -4.131 2.615 0.00
H -6.486 3.905 -0.764 0.00
C 4.493 -2.631 -3.743 0.03
H 4.190 2.072 -6.814 0.00
O -2.424 4.688 1.115 -0.01
O 4.356 -0.312 -4.318 -0.10
H -6.519 -1.057 -6.309 0.00
H 5.457 -1.792 5.550 0.00
H -3.941 4.967 3.222 0.00
H -1.870 -1.649 4.804 0.04
O 3.363 -1.862 -5.643 -0.04
C -0.268 -0.259 -1.457 0.07
H -5.944 0.533 -6.794 0.00
C -1.617 -2.709 4.825 0.01
H 3.890 0.392 -7.149 0.00
H -4.291 -2.565 3.414 -0.01
H 6.220 -2.719 3.625 0.00
C -2.328 3.455 -0.837 0.00
C 1.616 -2.087 3.207 -0.03
H -3.768 0.302 3.355 0.01
Br 1.314 -0.072 -2.644 0.15
C -2.670 -3.657 4.375 0.02
C -5.275 1.911 2.695 0.06
H -1.337 3.006 -0.771 0.02
```

As for the spin multiplicity: 2. The gap between HOMO and LUMO (alpha / beta) is 0.086 / 0.323 Ha. Its expectation value of S² is 0.75. As for the total charge: -1. The total energy comes out at -197715.0271 eV.


No. 3
The following is a quantum chemistry calculation of a cluster of 4 separate species, C29H58NO13S in total, from OMol25.

The geometry in XYZ format:
```
102
Properties=species:S:1:pos:R:3:lowdin_charge:R:1
H 1.893 -4.182 -2.186 0.13
H -1.167 -0.271 7.877 0.08
H 4.224 -0.542 0.972 0.14
H 3.682 -0.237 -4.121 0.11
H 0.745 -6.769 -3.572 0.12
C -3.536 3.821 -1.181 -0.06
O 2.240 -7.284 -2.249 -0.20
C 3.741 0.247 -3.156 -0.36
H 1.153 -4.676 -4.355 0.11
H -0.200 -0.107 -1.741 0.10
H -2.261 -6.318 7.294 0.08
C 2.797 -2.484 -3.145 -0.19
O -1.967 3.107 -2.918 0.03
C -3.337 -5.562 8.997 -0.20
C 1.305 -7.907 -1.387 -0.10
H 2.532 -1.886 -1.103 0.13
H 4.862 2.209 1.277 0.12
C -1.795 1.815 -2.712 -0.61
H 4.979 0.646 -0.912 0.16
O -2.614 1.010 -2.359 0.14
H 2.196 1.737 -1.500 0.10
O -4.000 -2.363 7.760 -0.01
H -0.212 2.285 3.429 0.13
O -2.785 5.417 -6.436 0.00
S 3.960 1.934 -3.047 1.09
H 0.281 2.973 4.979 0.13
H 3.473 -2.312 -3.987 0.11
C 1.778 -7.145 -3.582 -0.24
H -4.746 -0.613 7.099 0.09
O 2.241 2.779 3.123 -0.13
H -2.534 -5.714 9.714 0.12
C 2.700 -6.172 -4.305 -0.17
C -0.271 1.051 6.407 -0.27
C 2.644 -3.994 -2.959 -0.20
C 3.429 0.052 0.509 -0.16
H 0.649 -8.591 -1.932 0.09
H 2.538 -0.572 0.434 0.13
H -2.776 4.480 -0.761 0.08
H 0.832 0.038 -3.189 0.06
C 4.169 1.743 1.991 -0.15
H 2.843 -6.485 -5.340 0.11
O -3.488 7.457 -6.479 0.04
C -4.283 -3.630 8.068 -0.62
H 1.767 -8.118 -4.085 0.13
H -1.131 -0.898 6.228 0.08
H -2.192 3.496 -6.321 0.10
H 4.726 0.963 2.521 0.13
C 0.337 2.078 4.351 -0.19
H -4.024 2.924 -3.092 0.13
H -1.027 1.781 6.717 0.12
H 4.195 -2.311 -1.492 0.15
H 3.582 -4.413 -2.585 0.12
C 3.887 0.532 -0.877 -0.28
C -5.088 -1.641 7.171 -0.04
H -4.295 -5.690 9.499 0.12
O -3.197 -4.179 8.606 0.03
H -2.734 9.057 -5.405 0.12
H 2.640 -4.167 -5.118 0.11
C -2.521 9.442 -7.524 -0.06
H -4.271 9.291 -6.261 0.12
C 3.296 -1.822 -1.877 -0.11
C 1.781 1.766 4.000 -0.18
C -0.570 -0.327 6.968 -0.06
H 4.131 2.698 3.928 0.13
H -3.226 -7.525 8.154 0.08
C 3.275 1.832 -1.347 -0.32
H 0.688 -7.161 -0.876 0.09
C -0.180 0.148 -2.802 -0.06
O -0.259 0.968 4.983 -0.15
H -5.976 -1.709 7.797 0.10
C 3.628 2.820 2.962 -0.18
C -3.206 -6.490 7.811 -0.07
C -3.303 3.615 -2.658 -0.19
H 1.859 -8.477 -0.643 0.09
H 0.699 1.423 6.758 0.12
H -4.511 4.287 -1.033 0.09
H -3.332 4.553 -3.207 0.12
O 3.076 1.148 1.298 -0.14
H 3.870 3.813 2.582 0.13
O -0.511 1.517 -2.998 -0.01
H -4.029 -6.344 7.113 0.08
H 1.824 -2.053 -3.402 0.12
C 2.243 -4.711 -4.256 -0.19
H -0.853 -0.514 -3.345 0.10
H 0.342 -0.881 7.193 0.07
C -1.737 4.474 -6.197 -0.04
H 2.409 1.742 4.901 0.13
H -1.512 9.038 -7.575 0.08
O -1.373 7.052 -5.787 0.12
C -2.450 6.685 -6.183 -0.62
H -5.315 -2.037 6.183 0.10
H -2.453 10.527 -7.428 0.08
O -5.350 -4.164 7.913 0.12
H 1.822 0.779 3.527 0.13
H 3.675 -6.263 -3.816 0.12
H -3.048 9.213 -8.450 0.08
H 3.472 2.688 -0.711 0.11
H -0.930 4.610 -6.916 0.10
C -3.267 8.878 -6.337 -0.20
H -1.344 4.587 -5.188 0.08
H -3.527 2.872 -0.647 0.08
N 3.606 -0.384 -2.036 -0.07
```

The gap between HOMO and LUMO is 0.280 Ha. As for the total charge: +1. The total energy comes out at -69948.6929 eV.


No. 4
The following is a quantum chemistry calculation of a structure of composition C29H59AsCl2O10P2SV, from OMol25.

The geometry in XYZ format:
```
105
Properties=species:S:1:pos:R:3:mulliken_spin:R:1
H -3.035 1.107 -4.294 0.00
H 4.302 -0.170 5.508 0.00
C 2.032 -4.773 4.696 0.00
C -2.067 -3.498 1.163 0.00
O 1.269 0.830 -1.486 0.10
O -0.426 1.407 0.699 -0.06
C 0.493 -6.397 3.829 0.00
As -0.486 -2.389 1.254 0.01
O 0.812 -1.698 -1.724 -0.07
H 4.601 -3.016 -0.423 0.00
C -2.832 1.097 -3.230 0.00
H 1.370 -1.202 -2.340 0.00
H -0.491 -2.636 3.771 0.00
H -1.741 3.969 0.224 0.00
C 0.397 -5.676 2.647 0.00
H 4.951 1.596 2.971 0.00
H -0.062 -7.318 3.943 0.00
C 4.499 -1.528 1.098 0.00
C 4.911 2.731 -3.478 0.00
H 1.192 -3.638 -2.295 0.00
C 4.242 1.982 3.705 0.00
C 3.759 -0.355 4.581 0.00
O 1.582 -0.515 0.858 0.01
H 4.609 3.241 -1.413 0.00
Cl -1.075 0.946 -2.996 0.01
C 0.347 4.334 -3.102 0.00
H 1.886 -3.101 1.032 0.01
H 5.072 1.842 -4.087 0.00
H 0.819 -4.332 0.352 0.00
H -1.351 5.108 2.409 0.00
H 4.804 2.239 4.602 0.00
H 4.454 -0.795 3.866 0.00
H -0.955 -2.019 -3.780 0.00
H 4.003 3.232 -3.809 0.00
H -3.716 2.217 1.780 0.00
H 1.388 -6.512 5.775 0.00
H -0.646 4.783 -3.130 0.00
C 6.031 1.625 -1.493 0.00
H 1.769 2.561 0.982 0.00
C 0.682 3.927 -1.687 0.01
H -2.671 4.198 3.129 0.00
H 3.783 2.898 3.332 0.00
V -0.068 -0.340 -0.361 1.92
C 5.954 -1.577 1.500 0.00
H -0.425 -3.662 -4.179 0.00
H -3.334 4.472 0.785 0.00
H 6.907 2.268 -1.567 0.00
O -2.064 -0.383 -0.314 0.35
H 5.752 3.408 -3.628 0.00
H -0.030 3.183 -1.325 0.00
H -0.848 2.783 3.789 0.00
C -0.917 3.008 2.726 0.00
H 0.087 3.163 2.333 0.00
O -1.965 -1.284 -1.246 0.65
H 4.843 -1.366 -1.014 0.00
H 0.692 -2.317 -4.374 0.00
C 0.360 -2.933 -2.337 0.01
H 2.495 -3.132 3.396 0.00
H 0.331 -1.136 3.273 0.00
H -3.087 1.879 0.148 0.00
H 6.304 -2.607 1.458 0.00
O 4.082 -0.109 1.221 0.00
H 6.554 -0.981 0.813 0.00
O 3.666 1.433 -1.864 0.00
C 0.989 -3.689 1.220 0.00
C -2.879 2.374 1.093 0.01
H 2.501 1.365 4.789 0.00
O 2.010 3.277 -1.733 0.00
H 3.531 2.544 0.767 0.00
H -0.225 -6.048 1.841 0.00
C 4.265 -1.982 -0.324 0.00
H 1.012 4.760 0.290 0.00
H 2.959 -1.065 4.792 0.00
H -0.166 5.624 -0.707 0.00
C 1.932 -4.054 3.515 0.00
H -0.446 -3.290 -1.698 0.00
C -0.113 -2.710 -3.750 0.00
H -3.307 0.257 -2.736 0.00
C 1.114 -4.495 2.477 0.00
C 0.783 5.089 -0.727 0.00
C 4.820 2.355 -2.019 0.00
C 2.607 1.993 0.576 0.01
H -2.110 -4.015 0.205 0.00
S -1.478 1.523 1.837 0.01
C -0.526 -1.783 3.095 0.00
H -1.447 -1.224 3.261 0.00
C -2.479 3.840 1.017 0.00
H -2.946 -2.860 1.251 -0.01
P 2.625 0.406 1.416 0.01
H 6.214 0.728 -2.086 0.00
Cl -3.426 2.608 -2.534 0.00
H 3.885 -2.097 1.801 0.00
H 3.211 -1.933 -0.596 0.00
H 6.108 -1.206 2.513 0.00
C 3.197 0.948 4.063 0.00
H 0.344 3.466 -3.760 0.00
H 5.896 1.338 -0.450 0.00
C 1.309 -5.946 4.857 0.00
P 2.326 1.849 -1.205 0.02
H 2.679 -4.423 5.491 0.00
H 1.070 5.062 -3.471 0.00
C -1.875 4.153 2.384 0.00
O 2.299 0.656 2.920 0.00
H 1.555 5.788 -1.048 0.00
H -2.061 -4.226 1.973 0.00
```

As for the spin multiplicity: 4. The value obtained for the energy above the lowest of the compared OMol25 structures with the same formula, charge and spin is 2.886 eV. The gap between HOMO and LUMO (alpha / beta) is 0.300 / 0.268 Ha. Its expectation value of S² is 3.77. As for the total charge: +2. The total energy comes out at -192482.1705 eV.